## w
DFT (ωB97M-V with the def2-TZVPD basis set) results for 2 unconnected molecules or ions with the total composition CH4IP.

- HOMO (spin up / spin down) (eV) = -7.37 / -9.18
- expectation value of S² = 2.0091
- LUMO (spin up / spin down) (eV) = 0.92 / -3.36

ORCA input file:
```
! wB97M-V def2-TZVPD RIJCOSX def2/J DEFGRID3
* xyz 0 3
C -0.724 -1.072 0.584
P 0.159 0.238 -0.140
I 2.768 2.341 -1.130
H -0.796 -1.093 1.661
H -0.674 -2.041 0.111
H -0.283 0.246 -1.457
H -0.449 1.380 0.371
*
```

=====

## x
DFT (ωB97M-V with the def2-TZVPD basis set) results for 2 unconnected molecules or ions with the total composition CH4IP.

- HOMO (spin up / spin down) (eV) = -8.33 / -9.79
- expectation value of S² = 2.0105
- LUMO (spin up / spin down) (eV) = 0.98 / -3.17

ORCA input file:
```
! wB97M-V def2-TZVPD RIJCOSX def2/J DEFGRID3
* xyz 0 3
C 0.684 0.090 0.296
P -0.649 -0.899 -0.013
I 2.720 -2.170 1.376
H 1.601 -0.065 -0.349
H 0.763 0.088 1.350
H -1.778 -0.088 -0.158
H -0.616 -1.065 -1.375
*
```

=====

w wins, 0.0107 hartree ahead of the next structure.

=====

## w
DFT (ωB97M-V with the def2-TZVPD basis set) results for a single C4H7P molecule.

- HOMO (eV) = -9.13
- LUMO (eV) = 1.13
- SMILES string = C1=CCPC1

ORCA input file:
```
! wB97M-V def2-TZVPD RIJCOSX def2/J DEFGRID3
* xyz 0 1
C 0.965 -0.653 0.055
C 0.986 0.662 0.061
C -0.352 -1.340 0.216
C -0.488 1.352 0.208
P -1.694 -0.046 0.017
H 1.857 -1.257 -0.029
H 1.842 1.306 0.023
H -0.491 -2.145 -0.510
H -0.415 -1.781 1.218
H -0.567 1.819 1.191
H -0.633 2.115 -0.553
H -1.632 -0.057 -1.385
*
```

=====

## x
DFT (ωB97M-V with the def2-TZVPD basis set) results for 2 unconnected molecules or ions with the total composition C4H7P.

- HOMO (eV) = -8.59
- LUMO (eV) = 0.77
- SMILES string = CC1=C=C1.P

ORCA input file:
```
! wB97M-V def2-TZVPD RIJCOSX def2/J DEFGRID3
* xyz 0 1
C 1.072 0.520 -1.271
C 1.559 0.191 -0.021
C 0.142 0.242 -0.266
C 2.851 0.220 0.720
P -3.564 0.148 0.278
H 1.372 0.674 -2.314
H -2.575 1.102 0.744
H 2.730 0.267 1.779
H 3.355 1.210 0.404
H 3.398 -0.666 0.519
H -2.610 -0.138 -0.756
H -4.447 0.897 -0.605
*
```

=====

w wins, 0.1594 hartree ahead of the next structure.

=====

## w
DFT (ωB97M-V with the def2-TZVPD basis set) results for a gas-phase ion, C5H4NO2S (charge -1).

- HOMO (eV) = -3.89
- LUMO (eV) = 3.44
- SMILES string = C/C([O-])=C/C(=O)N=C=S

ORCA input file:
```
! wB97M-V def2-TZVPD RIJCOSX def2/J DEFGRID3
* xyz -1 1
C 0.167 0.862 0.045
C 0.429 -0.488 -0.098
C -1.037 1.589 -0.120
C -2.397 -0.415 -0.017
C 1.886 -0.888 0.123
N -2.162 0.745 -0.038
O -1.108 2.810 -0.175
O -0.472 -1.270 -0.521
S -3.231 -1.743 0.087
H 1.066 1.583 0.027
H 2.499 -0.875 -0.652
H 2.067 -1.827 0.597
H 2.294 -0.081 0.743
*
```

=====

## x
DFT (ωB97M-V with the def2-TZVPD basis set) results for a gas-phase ion, C5H4NO2S (charge -1).

- HOMO (eV) = -2.83
- LUMO (eV) = 3.67

ORCA input file:
```
! wB97M-V def2-TZVPD RIJCOSX def2/J DEFGRID3
* xyz -1 1
C 2.671 1.696 -0.051
C 3.937 -0.263 0.183
C -0.927 0.086 0.172
C 0.320 -0.331 0.375
C 1.221 -0.449 -0.677
N 3.704 1.085 0.142
O 2.079 2.729 -0.149
O 4.973 -0.780 0.490
S 2.670 -1.417 -0.417
H -1.767 0.261 0.972
H -1.302 0.330 -0.748
H 0.599 -0.669 1.331
H 0.870 -0.671 -1.618
*
```

=====

w wins, 0.0295 hartree ahead of the next structure.

=====

## w
DFT (ωB97M-V with the def2-TZVPD basis set) results for 2 unconnected molecules or ions with the total composition C3H9B.

- HOMO (eV) = -8.00
- LUMO (eV) = 0.31

ORCA input file:
```
! wB97M-V def2-TZVPD RIJCOSX def2/J DEFGRID3
* xyz 0 1
B 0.364 -0.353 0.595
C 2.569 -0.178 -0.465
C -2.059 -0.117 -0.132
C -0.839 0.667 0.383
H 0.386 -1.473 0.890
H 3.304 0.540 0.027
H 2.240 0.061 -1.439
H 2.828 -1.141 -0.260
H -2.729 0.668 -0.608
H -1.946 -0.954 -0.901
H -2.713 -0.292 0.711
H -0.349 1.553 -0.155
H -1.056 1.018 1.354
*
```

=====

## x
DFT (ωB97M-V with the def2-TZVPD basis set) results for a molecular structure, C3H9B.

- HOMO (eV) = -9.24
- LUMO (eV) = -0.12

ORCA input file:
```
! wB97M-V def2-TZVPD RIJCOSX def2/J DEFGRID3
* xyz 0 1
B -1.711 -0.524 -1.067
C 0.656 -0.892 0.933
C 0.682 1.145 -0.306
C -0.260 0.161 0.273
H -1.777 -1.789 -1.126
H -2.204 0.339 -1.647
H 0.011 -1.400 1.619
H 1.441 -0.354 1.564
H 1.135 -1.517 0.241
H 1.397 1.387 0.413
H 1.232 0.754 -1.173
H 0.196 2.011 -0.820
H -0.800 0.680 1.094
*
```

=====

x wins, 0.0390 hartree ahead of the next structure.

=====

## w
DFT (ωB97M-V with the def2-TZVPD basis set) results for 4 unconnected molecules or ions with the total composition C12H24O12.

- HOMO (eV) = -10.50
- LUMO (eV) = 0.61
- SMILES string = COC(=O)OC.COC(=O)OC.COC(=O)OC.COC(=O)OC

ORCA input file:
```
! wB97M-V def2-TZVPD RIJCOSX def2/J DEFGRID3
* xyz 0 1
C 1.196 -0.227 2.858
O 1.252 -0.274 1.441
C 1.701 0.811 0.833
O 1.946 1.865 1.353
O 1.795 0.538 -0.465
C 2.218 1.612 -1.300
H 0.154 -0.093 3.153
H 1.905 0.456 3.310
H 1.423 -1.225 3.244
H 1.477 2.412 -1.248
H 2.238 1.198 -2.300
H 3.181 2.020 -0.996
C -2.254 -0.388 0.621
O -2.062 0.775 -0.183
C -1.486 0.533 -1.354
O -1.082 -0.519 -1.758
O -1.461 1.667 -2.041
C -0.751 1.643 -3.252
H -2.300 -0.086 1.666
H -1.371 -1.026 0.587
H -3.181 -0.901 0.385
H -0.181 2.567 -3.372
H -1.367 1.462 -4.128
H 0.087 0.947 -3.368
C 3.745 -0.910 -2.990
O 2.665 -0.553 -3.850
C 3.053 0.060 -4.971
O 4.110 0.545 -5.219
O 1.976 0.063 -5.770
C 2.171 0.705 -7.030
H 4.012 -0.132 -2.283
H 4.649 -1.278 -3.475
H 3.412 -1.792 -2.443
H 1.249 0.652 -7.599
H 3.040 0.305 -7.548
H 2.354 1.766 -6.831
C -4.728 -2.424 6.424
O -4.591 -2.128 5.041
C -3.546 -1.411 4.638
O -3.397 -1.119 3.480
O -2.775 -0.983 5.624
C -1.732 -0.085 5.270
H -4.859 -1.516 7.017
H -3.857 -2.909 6.871
H -5.592 -3.077 6.498
H -2.151 0.830 4.847
H -1.129 -0.463 4.443
H -1.154 0.087 6.168
*
```

=====

## x
DFT (ωB97M-V with the def2-TZVPD basis set) results for 4 unconnected molecules or ions with the total composition C12H24O12.

- HOMO (eV) = -10.09
- LUMO (eV) = 0.54
- SMILES string = COC(=O)OC.COC(=O)OC.COC(=O)OC.COC(=O)OC

ORCA input file:
```
! wB97M-V def2-TZVPD RIJCOSX def2/J DEFGRID3
* xyz 0 1
C 1.205 2.877 4.007
O 1.504 2.719 5.372
C 0.707 1.788 6.046
O -0.360 1.312 5.661
O 1.170 1.522 7.288
C 0.615 0.488 8.184
H 0.395 2.164 3.507
H 2.058 2.755 3.376
H 1.107 3.930 3.966
H -0.538 0.514 8.159
H 0.935 0.466 9.283
H 0.839 -0.604 7.870
C -4.857 -1.827 -4.507
O -3.689 -2.543 -4.056
C -3.373 -2.410 -2.834
O -4.073 -1.680 -2.000
O -2.193 -2.940 -2.383
C -1.787 -2.692 -0.978
H -4.835 -0.729 -4.371
H -5.836 -2.244 -4.573
H -4.617 -1.896 -5.483
H -1.629 -1.743 -0.833
H -0.743 -3.203 -0.696
H -2.607 -2.947 -0.228
C 1.420 1.292 -5.696
O 2.665 1.204 -5.041
C 2.988 0.119 -4.346
O 2.234 -0.746 -3.859
O 4.433 0.131 -4.041
C 4.892 -0.821 -3.120
H 0.415 1.363 -5.089
H 1.269 0.381 -6.431
H 1.544 2.162 -6.416
H 4.205 -1.201 -2.319
H 5.919 -0.373 -2.672
H 5.039 -1.776 -3.695
C -2.192 0.833 2.924
O -0.987 0.171 2.387
C -0.512 0.536 1.145
O -0.782 1.628 0.539
O 0.406 -0.269 0.746
C 0.951 -0.131 -0.579
H -2.760 1.223 2.001
H -1.574 1.823 3.407
H -2.554 0.072 3.482
H 1.732 -0.959 -0.802
H 1.433 0.698 -0.892
H 0.401 -0.417 -1.426
*
```

=====

w wins, 0.2263 hartree ahead of the next structure.